--- a ---
DFT (ωB97M-V with the def2-TZVPD basis set) results for a 2-piece molecular cluster, C2H3NO2 overall.

Calculated values
E_HOMO ... -0.3744 hartree
Frontier orbital gap ... 10.9 eV
E_LUMO ... 0.75 eV
SMILES ... N=C=O.C=O

Structure (XYZ):
```
8
Properties=species:S:1:pos:R:3:mulliken_charge:R:1
N 0.58 2.49 -0.09 -0.45
C 1.42 1.93 -0.72 0.59
O 2.39 1.62 -1.28 -0.41
H -0.39 2.85 -0.30 0.29
C 0.73 -0.17 1.82 -0.11
O 0.53 -0.56 0.71 -0.36
H 1.30 0.72 2.14 0.23
H -0.05 -0.53 2.55 0.23
```


--- b ---
DFT (ωB97M-V with the def2-TZVPD basis set) results for a 2-piece molecular cluster, C2H3NO2 overall.

Calculated values
E_HOMO ... -0.3937 hartree
Frontier orbital gap ... 11.2 eV
E_LUMO ... 0.48 eV
SMILES ... N=C=O.C=O

Structure (XYZ):
```
8
Properties=species:S:1:pos:R:3:mulliken_charge:R:1
N -1.69 -1.62 -1.47 -0.43
C -0.82 -2.42 -1.43 0.52
O -0.11 -3.33 -1.45 -0.41
H -1.77 -0.64 -1.33 0.33
C 0.53 0.78 0.51 -0.05
O -0.34 1.33 -0.08 -0.38
H 0.83 1.08 1.53 0.23
H 1.11 -0.06 0.08 0.19
```


Stability summary - winner: b; margin: 0.0169 hartree.


--- a ---
DFT (ωB97M-V with the def2-TZVPD basis set) results for one molecule with the formula C2H3NO2.

Calculated values
E_HOMO (alpha / beta) ... -0.2902 / -0.3307 hartree
Frontier orbital gap (alpha / beta) ... 7.3 / 9.8 eV
E_LUMO (alpha / beta) ... -0.64 / 0.78 eV

Structure (XYZ):
```
8
Properties=species:S:1:pos:R:3:mulliken_charge:R:1
C -0.22 0.99 0.27 -0.23
C -0.57 -0.48 0.17 -0.18
N 1.77 -0.20 -0.03 0.13
O 0.74 -1.11 0.05 -0.25
O 1.28 0.93 -0.03 -0.11
H -0.83 1.50 -0.43 0.20
H -1.17 -1.05 0.85 0.28
H -1.00 -0.59 -0.84 0.16
```


--- b ---
DFT (ωB97M-V with the def2-TZVPD basis set) results for a 2-piece molecular cluster, C2H3NO2 overall.

Calculated values
E_HOMO (alpha / beta) ... -0.3343 / -0.3680 hartree
Frontier orbital gap (alpha / beta) ... 8.5 / 9.1 eV
E_LUMO (alpha / beta) ... -0.60 / -0.91 eV

Structure (XYZ):
```
8
Properties=species:S:1:pos:R:3:mulliken_charge:R:1
C 0.48 -0.92 0.15 0.65
C 1.39 0.05 0.18 -0.71
N -0.56 -1.40 -0.03 -0.45
O -1.74 0.08 0.01 -0.12
O -1.01 1.10 0.19 -0.33
H 1.99 0.32 1.13 0.24
H 1.52 0.67 -0.64 0.33
H -2.08 0.08 -0.99 0.39
```


--- c ---
DFT (ωB97M-V with the def2-TZVPD basis set) results for one molecule with the formula C2H3NO2.

Calculated values
E_HOMO ... -0.3491 hartree
Frontier orbital gap ... 10.2 eV
E_LUMO ... 0.69 eV
SMILES ... O=C1N[C@H]1O

Structure (XYZ):
```
8
Properties=species:S:1:pos:R:3:mulliken_charge:R:1
O 0.88 -1.77 1.62 -0.47
C 0.78 -0.84 0.91 0.45
N 1.07 -0.28 -0.35 -0.50
C 0.12 0.42 0.53 0.04
O -1.20 0.19 0.11 -0.51
H 0.70 -0.78 -1.14 0.27
H 0.55 1.30 0.81 0.38
H -1.80 0.08 0.85 0.33
```


Stability summary - winner: c; margin: 0.1615 hartree.


--- a ---
DFT (ωB97M-V with the def2-TZVPD basis set) results for one molecule with the formula C2H3NO2.

Calculated values
E_HOMO ... -0.3605 hartree
Frontier orbital gap ... 10.6 eV
E_LUMO ... 0.83 eV
SMILES ... O=C1CON1

Structure (XYZ):
```
8
Properties=species:S:1:pos:R:3:mulliken_charge:R:1
O -2.00 0.35 0.12 -0.53
C -0.85 0.08 0.04 0.41
C 0.51 0.83 -0.02 -0.20
O 1.21 -0.47 0.12 -0.32
N -0.23 -1.14 0.03 -0.11
H 0.85 1.12 -1.11 0.18
H 0.75 1.47 0.75 0.27
H -0.24 -2.24 0.07 0.31
```


--- b ---
DFT (ωB97M-V with the def2-TZVPD basis set) results for one molecule with the formula C2H3NO2.

Calculated values
E_HOMO ... -0.4010 hartree
Frontier orbital gap ... 10.4 eV
E_LUMO ... -0.55 eV
SMILES ... COOC#N

Structure (XYZ):
```
8
Properties=species:S:1:pos:R:3:mulliken_charge:R:1
C -1.09 0.52 0.38 -0.66
O -0.24 -0.55 0.31 -0.14
O 1.12 -0.04 -0.08 -0.25
C 1.90 -0.92 -0.50 0.49
N 2.66 -1.66 -0.91 -0.37
H -2.11 0.26 0.22 0.34
H -1.15 1.12 -0.60 0.27
H -1.10 1.27 1.17 0.32
```


Stability summary - winner: a; margin: 0.0535 hartree.


--- a ---
DFT (ωB97M-V with the def2-TZVPD basis set) results for a 2-piece molecular cluster, C4H12NO2 overall.

Calculated values
Net charge ... -1
E_HOMO ... -0.1302 hartree
Frontier orbital gap ... 7.5 eV
E_LUMO ... 3.99 eV

Structure (XYZ):
```
19
Properties=species:S:1:pos:R:3:mulliken_charge:R:1
C 1.03 0.62 -1.46 -1.03
N -0.37 0.35 -1.03 -0.65
C -0.23 2.31 0.66 -1.57
C -0.59 0.82 0.39 0.59
C 0.31 -0.07 1.23 -0.71
O -0.07 -1.48 1.29 -0.82
H 1.82 0.01 -1.01 0.30
H 1.21 0.37 -2.55 0.31
H 1.15 1.66 -1.34 0.34
H -0.53 -0.71 -1.21 0.62
H 0.83 2.47 1.20 0.26
H -0.71 2.51 1.58 0.53
H -0.56 3.06 -0.10 0.34
H -1.65 0.76 0.77 0.16
H 0.35 0.19 2.26 0.42
H 1.48 -0.01 0.88 0.06
H -0.38 -1.97 0.10 0.48
H 0.49 -2.21 -1.06 0.27
O -0.44 -2.35 -0.94 -0.92
```


--- b ---
DFT (ωB97M-V with the def2-TZVPD basis set) results for a 2-piece molecular cluster, C4H12NO2 overall.

Calculated values
Net charge ... -1
E_HOMO ... -0.1174 hartree
Frontier orbital gap ... 7.3 eV
E_LUMO ... 4.09 eV

Structure (XYZ):
```
19
Properties=species:S:1:pos:R:3:mulliken_charge:R:1
C 1.06 -1.18 -0.73 -1.36
C 0.31 -0.63 0.50 0.50
C 1.28 -0.06 1.62 -1.62
N -0.70 0.35 0.14 -0.56
C -0.17 1.78 -0.71 -0.40
O 0.95 2.30 -0.42 -0.79
H 2.02 -0.78 -0.71 0.38
H 1.03 -2.30 -0.61 0.31
H 0.66 -0.78 -1.67 0.29
H -0.17 -1.50 0.97 0.31
H 1.39 0.95 1.36 0.36
H 0.92 -0.10 2.59 0.42
H 2.18 -0.55 1.49 0.48
H -0.96 0.79 1.03 0.21
H -0.35 1.39 -1.74 0.22
H -1.10 2.29 -0.35 0.26
H -2.10 -0.23 -1.10 0.44
H -3.22 -1.08 -0.40 0.30
O -2.98 -0.65 -1.28 -0.76
```


--- c ---
DFT (ωB97M-V with the def2-TZVPD basis set) results for a 2-piece molecular cluster, C4H12NO2 overall.

Calculated values
Net charge ... -1
E_HOMO ... -0.0935 hartree
Frontier orbital gap ... 6.3 eV
E_LUMO ... 3.74 eV

Structure (XYZ):
```
19
Properties=species:S:1:pos:R:3:mulliken_charge:R:1
C -1.47 -0.90 -2.61 -1.09
C -0.65 -1.51 -1.50 -0.41
N 0.36 -0.64 -0.93 -0.25
C -0.12 0.52 -0.24 -0.39
C 1.11 1.41 0.28 -0.47
O 1.81 0.76 1.23 -0.83
H -2.17 -1.63 -3.06 0.36
H -2.04 -0.04 -2.27 0.31
H -0.85 -0.58 -3.45 0.27
H -0.14 -2.38 -1.95 0.29
H -1.29 -1.80 -0.63 0.31
H 0.96 -0.32 -1.68 0.25
H -0.75 1.25 -0.79 0.22
H -0.57 0.13 0.69 0.06
H 0.56 2.34 0.54 0.20
H 1.68 1.57 -0.69 0.24
H -0.04 0.16 2.74 0.32
H -0.87 1.13 3.42 0.33
O -0.56 0.23 3.57 -0.71
```


--- d ---
DFT (ωB97M-V with the def2-TZVPD basis set) results for a 2-piece molecular cluster, C4H12NO2 overall.

Calculated values
Net charge ... -1
E_HOMO ... -0.1232 hartree
Frontier orbital gap ... 7.5 eV
E_LUMO ... 4.15 eV

Structure (XYZ):
```
19
Properties=species:S:1:pos:R:3:mulliken_charge:R:1
C -0.96 -0.06 -1.49 -0.39
N 0.40 0.20 -1.17 -0.31
C 1.24 -0.84 -0.58 -0.72
O 1.03 -1.06 0.76 -0.87
C -1.94 0.70 -0.59 -0.51
C -2.30 -0.05 0.68 -1.11
H -1.20 -1.11 -1.32 0.30
H -1.23 0.21 -2.53 0.23
H 0.53 1.10 -0.73 0.21
H 2.27 -0.51 -0.79 0.28
H 1.05 -1.76 -1.14 0.40
H -1.44 1.63 -0.28 0.26
H -2.82 1.06 -1.12 0.34
H -2.89 0.59 1.33 0.36
H -1.36 -0.35 1.15 0.26
H -2.86 -0.97 0.47 0.30
H 1.90 0.88 2.76 0.25
H 1.67 0.16 1.36 0.48
O 2.06 1.03 1.83 -0.77
```


Stability summary - winner: d; margin: 0.0362 hartree.


--- a ---
DFT (ωB97M-V with the def2-TZVPD basis set) results for a 2-piece molecular cluster, C4H12NO2 overall.

Calculated values
Net charge ... -1
E_HOMO ... -0.0928 hartree
Frontier orbital gap ... 6.5 eV
E_LUMO ... 3.96 eV

Structure (XYZ):
```
19
Properties=species:S:1:pos:R:3:mulliken_charge:R:1
C -1.32 0.53 1.03 -1.36
C -0.41 -0.64 0.64 0.38
C -1.11 -1.68 -0.25 -1.14
N 0.77 -0.11 -0.06 -0.32
C 0.73 0.28 -1.53 -0.43
O 1.30 -0.71 -2.26 -0.89
H -0.69 1.26 1.55 0.30
H -1.55 1.00 0.08 0.28
H -2.25 0.32 1.57 0.40
H -0.10 -1.30 1.46 0.20
H -0.63 -2.66 -0.18 0.33
H -2.17 -1.82 0.00 0.34
H -1.05 -1.38 -1.30 0.29
H 1.45 -0.86 -0.15 0.25
H -0.31 0.32 -1.99 0.16
H 1.11 1.30 -1.52 0.26
H 2.81 2.01 1.17 0.29
H 1.40 1.69 0.82 0.38
O 2.02 2.44 0.90 -0.73
```


--- b ---
DFT (ωB97M-V with the def2-TZVPD basis set) results for a 2-piece molecular cluster, C4H12NO2 overall.

Calculated values
Net charge ... -1
E_HOMO ... -0.1262 hartree
Frontier orbital gap ... 7.4 eV
E_LUMO ... 3.99 eV

Structure (XYZ):
```
19
Properties=species:S:1:pos:R:3:mulliken_charge:R:1
C -0.67 -0.35 -1.66 -0.93
N -0.27 -1.24 -0.58 -0.50
C 2.07 -0.29 -0.55 -1.47
C 0.81 -0.68 0.25 0.42
C 0.29 0.43 1.20 -0.58
O -0.75 -0.03 1.95 -0.90
H 0.01 -0.40 -2.52 0.29
H -0.71 0.72 -1.40 0.30
H -1.65 -0.60 -2.01 0.35
H -1.05 -1.25 0.07 0.36
H 2.79 0.15 0.13 0.40
H 2.47 -1.24 -0.92 0.34
H 1.84 0.33 -1.42 0.34
H 1.12 -1.49 0.91 0.21
H 1.20 0.65 1.82 0.21
H 0.11 1.37 0.65 0.26
H -1.98 0.85 1.71 0.40
H -2.97 1.42 0.74 0.25
O -2.67 1.63 1.64 -0.74
```


--- c ---
DFT (ωB97M-V with the def2-TZVPD basis set) results for a 2-piece molecular cluster, C4H12NO2 overall.

Calculated values
Net charge ... -1
E_HOMO ... -0.1028 hartree
Frontier orbital gap ... 6.8 eV
E_LUMO ... 3.99 eV

Structure (XYZ):
```
19
Properties=species:S:1:pos:R:3:mulliken_charge:R:1
C 1.27 -0.91 -0.65 -1.39
C 0.25 -0.54 0.42 0.64
C 0.95 -0.11 1.71 -1.52
N -0.70 0.50 -0.05 -0.18
C -0.08 1.65 -0.81 -0.87
O 0.99 2.21 -0.26 -0.85
H 1.63 0.00 -1.10 0.38
H 2.17 -1.36 -0.20 0.37
H 0.88 -1.59 -1.40 0.29
H -0.38 -1.42 0.63 0.25
H 1.56 0.75 1.46 0.30
H 0.22 0.24 2.44 0.37
H 1.55 -0.88 2.20 0.44
H -1.20 0.86 0.75 0.20
H 0.09 1.20 -1.82 0.30
H -0.98 2.31 -0.94 0.35
H -3.27 -1.16 -0.26 0.29
H -2.03 -0.67 -0.98 0.38
O -2.93 -1.08 -1.15 -0.76
```


Stability summary - winner: b; margin: 0.0049 hartree.


--- a ---
DFT (ωB97M-V with the def2-TZVPD basis set) results for a 2-piece molecular cluster, CH6N2O overall.

Calculated values
E_HOMO ... -0.3204 hartree
Frontier orbital gap ... 9.2 eV
E_LUMO ... 0.48 eV
SMILES ... C=O.NN

Structure (XYZ):
```
10
Properties=species:S:1:pos:R:3:mulliken_charge:R:1
C -1.90 -0.44 -0.63 -0.11
O -1.76 0.25 -1.60 -0.38
H -2.62 -1.28 -0.66 0.24
H -1.38 -0.28 0.32 0.20
N 1.27 0.73 -0.15 -0.38
N 1.54 -0.03 1.05 -0.46
H 2.01 0.52 -0.81 0.27
H 0.44 0.38 -0.61 0.16
H 0.68 -0.52 1.33 0.22
H 1.72 0.66 1.77 0.25
```


--- b ---
DFT (ωB97M-V with the def2-TZVPD basis set) results for a 2-piece molecular cluster, CH6N2O overall.

Calculated values
E_HOMO ... -0.3286 hartree
Frontier orbital gap ... 8.4 eV
E_LUMO ... -0.54 eV
SMILES ... N=O.CN

Structure (XYZ):
```
10
Properties=species:S:1:pos:R:3:mulliken_charge:R:1
N 1.84 0.42 -0.46 -0.08
O 2.68 0.09 0.39 -0.29
H 1.81 1.40 -0.51 0.25
C -1.00 0.18 -0.21 -0.58
N -1.16 -1.10 0.35 -0.51
H 0.21 0.59 -0.02 0.10
H -0.94 0.20 -1.24 0.29
H -1.74 0.83 0.20 0.35
H -0.28 -1.56 0.17 0.24
H -1.42 -1.04 1.34 0.24
```


--- c ---
DFT (ωB97M-V with the def2-TZVPD basis set) results for a 2-piece molecular cluster, CH6N2O overall.

Calculated values
E_HOMO ... -0.3426 hartree
Frontier orbital gap ... 10.2 eV
E_LUMO ... 0.90 eV
SMILES ... [H]/N=C/N.O

Structure (XYZ):
```
10
Properties=species:S:1:pos:R:3:mulliken_charge:R:1
H -0.29 -0.92 -1.94 0.22
N -0.46 -0.57 -1.00 -0.63
C 0.35 -1.17 -0.22 0.13
N 0.68 -0.72 1.01 -0.33
H 0.52 -2.23 -0.39 0.30
H 1.18 -1.24 1.71 0.21
H 0.28 0.13 1.36 0.15
O -0.51 2.38 -0.43 -0.65
H -0.54 1.47 -0.12 0.30
H -1.20 2.87 0.04 0.30
```


--- d ---
DFT (ωB97M-V with the def2-TZVPD basis set) results for one molecule with the formula CH6N2O.

Calculated values
E_HOMO ... -0.3473 hartree
Frontier orbital gap ... 10.6 eV
E_LUMO ... 1.12 eV
SMILES ... NCON

Structure (XYZ):
```
10
Properties=species:S:1:pos:R:3:mulliken_charge:R:1
N -1.09 1.05 -0.12 -0.60
C -0.57 -0.13 -0.73 -0.16
O 0.81 -0.39 -0.50 -0.26
N 1.08 -0.55 0.90 -0.53
H -1.13 0.93 0.89 0.28
H -0.48 1.84 -0.32 0.22
H -0.62 -0.04 -1.82 0.25
H -1.17 -0.99 -0.40 0.32
H 2.02 -0.17 1.02 0.23
H 1.13 -1.55 1.08 0.24
```


Stability summary - winner: c; margin: 0.0450 hartree.